Entry 1:
This record from OMol25 describes a molecular structure, C25H48Cl3HoN4O3SSi in a non-equilibrium geometry. The level of theory is wB97M-V/def2-TZVPD.

Geometry (Å):
C1 1.991 -1.917 -5.172
C2 1.412 -0.757 -4.407
H1 2.520 -1.431 -5.986
H2 1.339 -2.737 -5.558
H3 2.725 -2.422 -4.547
C3 0.425 -0.027 -4.975
C4 0.298 -0.150 -6.457
H4 -0.213 0.686 -4.470
H5 -0.198 -1.106 -6.635
H6 1.258 -0.244 -7.001
H7 -0.250 0.644 -6.954
Ho1 -0.829 -0.954 1.895
Cl1 1.815 -1.225 2.475
Cl2 -2.192 -3.013 1.418
C5 0.591 2.006 2.006
O1 -0.399 1.278 2.353
N1 0.456 3.298 1.695
C6 -0.875 3.871 1.568
C7 1.584 4.228 1.681
H8 1.594 1.608 2.051
H9 -1.619 3.078 1.663
H10 -1.007 4.416 0.616
H11 -1.031 4.617 2.372
H12 2.504 3.674 1.547
H13 1.595 4.796 2.613
H14 1.464 4.966 0.872
H15 -2.322 -1.579 -2.391
H16 -2.687 0.689 -3.509
C8 -3.270 -1.314 -1.910
C9 -3.459 0.930 -2.783
N2 -3.323 0.092 -1.609
H17 -3.414 -1.941 -1.016
C10 -2.871 0.626 -0.455
O2 -2.427 -0.042 0.490
H18 -3.398 2.000 -2.529
H19 -2.957 1.672 -0.361
H20 -4.069 -1.527 -2.612
H21 -4.413 0.757 -3.258
O3 0.727 -1.668 -2.662
C11 1.740 -0.506 -2.988
C12 0.112 1.235 -2.183
C13 1.452 0.842 -2.283
H22 -0.621 0.445 -2.186
C14 -0.250 2.568 -2.014
H23 2.799 -0.788 -2.807
C15 2.415 1.763 -1.834
H24 -1.311 2.829 -2.075
C16 0.711 3.545 -1.754
C17 2.036 3.097 -1.540
H25 3.479 1.490 -1.704
H26 0.446 4.621 -1.732
H27 2.786 3.842 -1.191
Si1 0.788 -3.150 -1.952
Cl3 0.296 -0.727 -0.100
C18 -0.961 -3.955 -2.046
C19 1.608 -3.745 -0.283
C20 1.963 -4.084 -3.013
H28 -1.503 -3.566 -2.903
H29 -1.599 -3.920 -1.164
H30 -0.763 -5.009 -2.242
H31 1.545 -3.992 -4.033
H32 1.947 -5.069 -2.694
H33 2.962 -3.638 -3.048
H34 0.973 -3.884 0.603
H35 2.455 -3.163 0.047
H36 2.015 -4.739 -0.469
C21 2.037 -1.064 5.538
N3 0.905 -0.155 5.447
C22 1.250 1.237 5.582
C23 -0.297 -0.594 5.008
S1 -0.592 -2.164 4.456
N4 -1.359 0.285 5.139
C24 -1.462 0.897 6.456
C25 -2.656 -0.121 4.592
H37 2.810 -0.594 6.170
H38 2.485 -1.235 4.533
H39 1.717 -2.025 5.956
H40 0.576 1.909 5.039
H41 1.338 1.537 6.628
H42 2.251 1.419 5.176
H43 -2.476 1.281 6.605
H44 -1.255 0.155 7.242
H45 -0.805 1.760 6.577
H46 -2.858 0.228 3.558
H47 -2.736 -1.224 4.599
H48 -3.468 0.253 5.233

Atoms 1-6, force components in eV/Å:
1.15 0.36 0.40
-1.97 2.29 -1.19
0.25 -0.46 -0.52
-0.02 1.18 0.27
0.11 0.21 -0.28
1.78 -0.02 -0.88

Its HOMO energy (alpha / beta) is -5.0 / -6.3 eV. As for the LUMO energy (alpha / beta): 0.01 / -2.90 eV. As for the multiplicity: 5. As for the gap between HOMO and LUMO (alpha / beta): 4.961 / 3.430 eV. As for the total energy: -4442.3777 a.u.

=====

Entry 2:
This record from OMol25 describes 3 unconnected molecules or ions with the total composition C4H10O2. The level of theory is wB97M-V/def2-TZVPD.

Geometry (Å):
C1 -1.044 0.331 -1.376
C2 -0.722 0.605 0.084
O1 -1.698 0.225 0.965
C3 0.529 -0.076 0.637
C4 1.852 -0.234 -0.028
O2 0.541 -0.011 1.934
H1 -1.353 -0.712 -1.498
H2 -0.200 0.539 -2.045
H3 -1.884 0.964 -1.674
H4 -0.466 1.675 0.215
H5 -1.205 -1.131 0.751
H6 -0.468 -1.559 0.478
H7 1.744 -0.512 -1.078
H8 2.375 0.729 0.029
H9 2.456 -0.974 0.500
H10 -0.457 0.143 2.104

Atoms 1-6, force components in eV/Å:
-0.01 -0.02 -0.06
0.14 -0.05 -0.10
-0.04 -0.07 0.04
-0.03 0.16 -0.05
-0.03 -0.08 -0.05
-0.12 -0.03 -0.06

For the energy above the lowest of the compared OMol25 structures with the same formula, charge and spin, the calculation gives 85.0 kcal per mole. Its HOMO energy is -9.2 eV. As for the LUMO energy: 0.33 eV. As for the gap between HOMO and LUMO: 9.547 eV. As for the total energy: -308.7628 a.u.

=====

Entry 3:
This record from OMol25 describes 6 unconnected molecules or ions with the total composition C29H76N7O6 in a non-equilibrium geometry. The level of theory is wB97M-V/def2-TZVPD.

Geometry (Å):
C1 3.485 3.883 1.779
C2 2.519 2.564 1.671
C3 2.348 1.948 0.160
O1 1.663 2.828 -0.800
C4 0.270 3.109 -0.402
N1 -0.727 2.611 -1.459
C5 -2.078 3.276 -1.310
C6 -2.257 4.196 0.035
N2 -1.175 5.259 0.205
C7 0.168 4.775 -0.294
C8 0.583 5.384 -1.790
C9 2.080 6.079 -1.708
H1 3.507 4.185 2.934
H2 3.050 4.844 1.228
H3 4.551 3.577 1.403
H4 2.939 1.692 2.362
H5 1.463 2.848 2.145
H6 1.875 0.851 0.146
H7 3.455 1.795 -0.261
H8 -0.059 2.577 0.605
H9 -0.846 1.574 -1.407
H10 -2.217 3.989 -2.253
H11 -2.982 2.498 -1.302
H12 -3.285 4.782 -0.097
H13 -2.256 3.577 1.051
H14 -1.150 5.646 1.196
H15 -1.494 6.080 -0.394
H16 1.013 5.081 0.489
H17 0.679 4.525 -2.612
H18 -0.234 6.138 -2.190
H19 2.304 6.490 -2.806
H20 2.180 6.917 -0.898
H21 2.872 5.211 -1.540
C10 -1.955 -1.930 -6.005
C11 -2.540 -0.575 -5.620
C12 -1.933 0.021 -4.329
O2 -2.394 -0.587 -3.119
C13 -1.768 -1.822 -2.808
N3 -4.002 -0.696 -5.520
H22 -2.353 -2.751 -5.404
H23 -2.192 -2.163 -7.048
H24 -0.864 -1.932 -5.908
H25 -2.311 0.118 -6.439
H26 -2.241 1.073 -4.266
H27 -0.837 0.025 -4.365
H28 -0.715 -1.838 -3.106
H29 -2.312 -2.643 -3.276
H30 -1.824 -1.969 -1.726
H31 -4.398 0.232 -5.369
H32 -4.208 -1.192 -4.647
C14 -7.914 7.477 0.623
C15 -7.227 7.898 -0.672
C16 -5.941 7.099 -0.984
O3 -4.806 7.467 -0.194
C17 -4.797 6.916 1.114
N4 -6.962 9.345 -0.626
H33 -7.419 7.871 1.514
H34 -8.942 7.851 0.646
H35 -7.959 6.387 0.710
H36 -7.935 7.707 -1.488
H37 -5.656 7.309 -2.023
H38 -6.115 6.018 -0.925
H39 -5.226 5.909 1.141
H40 -5.327 7.577 1.800
H41 -3.759 6.859 1.453
H42 -6.603 9.640 -1.533
H43 -6.170 9.489 0.008
C18 4.091 -4.217 -4.215
C19 2.677 -4.782 -4.116
C20 1.658 -4.076 -5.039
O4 1.237 -2.787 -4.583
C21 2.158 -1.740 -4.850
N5 2.244 -4.746 -2.711
H44 4.210 -3.275 -3.675
H45 4.811 -4.918 -3.783
H46 4.378 -4.052 -5.259
H47 2.728 -5.832 -4.430
H48 0.748 -4.689 -5.069
H49 2.023 -4.018 -6.072
H50 2.681 -1.882 -5.800
H51 2.871 -1.655 -4.029
H52 1.602 -0.800 -4.897
H53 1.346 -5.221 -2.633
H54 2.023 -3.771 -2.485
C22 1.991 -6.083 3.286
C23 1.709 -5.130 2.130
C24 0.257 -5.200 1.604
O5 -0.031 -6.350 0.803
C25 -0.273 -7.536 1.544
N6 2.682 -5.380 1.055
H55 2.128 -7.117 2.961
H56 2.912 -5.793 3.801
H57 1.181 -6.060 4.023
H58 1.871 -4.112 2.505
H59 0.093 -4.335 0.947
H60 -0.471 -5.107 2.419
H61 -0.793 -7.335 2.486
H62 0.666 -8.058 1.727
H63 -0.900 -8.195 0.937
H64 2.559 -4.672 0.331
H65 2.405 -6.251 0.591
C26 3.458 -3.616 5.990
C27 2.720 -4.584 6.910
C28 3.137 -4.472 8.395
O6 4.406 -5.056 8.702
C29 5.522 -4.249 8.359
N7 2.897 -5.954 6.405
H66 4.475 -3.942 5.759
H67 2.934 -3.529 5.034
H68 3.509 -2.615 6.430
H69 1.654 -4.334 6.851
H70 2.405 -5.028 8.994
H71 3.096 -3.434 8.747
H72 5.320 -3.183 8.499
H73 5.824 -4.450 7.329
H74 6.359 -4.531 9.004
H75 2.317 -6.584 6.958
H76 3.853 -6.242 6.634

Atoms 1-6, force components in eV/Å:
-0.53 -0.27 0.79
-0.64 -0.07 0.34
1.61 -0.94 0.51
-2.07 -0.34 1.89
-0.91 -0.14 0.12
-0.01 0.36 1.45

Its HOMO energy is -10.2 eV. As for the LUMO energy: -3.11 eV. As for the charge: +1. As for the gap between HOMO and LUMO: 7.122 eV. As for the total energy: -1984.7396 a.u.

=====

Entry 4:
This record from OMol25 describes a molecular structure, C13H15NTi in a non-equilibrium geometry. The level of theory is wB97M-V/def2-TZVPD.

Geometry (Å):
C1 -0.924 2.673 -1.140
C2 -1.115 2.481 0.234
C3 -1.692 1.152 0.432
C4 -2.071 0.651 -0.803
C5 -1.494 1.506 -1.912
Ti1 0.543 1.167 -0.237
N1 -0.402 0.821 -2.577
C6 1.805 1.785 1.269
C7 0.682 1.292 2.039
H1 -1.955 0.728 1.394
H2 -0.944 3.197 1.026
H3 -2.632 -0.257 -1.015
H4 -2.173 1.799 -2.739
H5 -0.558 3.546 -1.645
H6 0.124 2.023 2.624
H7 2.783 1.307 1.296
H8 -0.688 0.183 -3.350
H9 0.750 0.336 2.568
H10 1.842 2.865 1.048
C8 0.778 -3.823 0.362
C9 1.512 -2.926 1.140
C10 1.478 -1.545 0.872
C11 0.676 -1.057 -0.160
C12 -0.078 -1.939 -0.936
C13 -0.013 -3.327 -0.684
H11 0.839 -4.900 0.544
H12 2.136 -3.301 1.948
H13 2.073 -0.859 1.471
H14 -0.707 -1.561 -1.748
H15 -0.575 -4.012 -1.321

Atoms 1-6, force components in eV/Å:
-1.43 0.16 1.96
-1.43 1.34 -1.59
-1.68 -0.33 -0.84
0.71 0.65 0.87
-0.09 -0.39 -1.65
0.61 -4.25 -1.92

For the energy above the lowest of the compared OMol25 structures with the same formula, charge and spin, the calculation gives 34.2 kcal per mole. Its HOMO energy (alpha / beta) is -7.1 / -7.1 eV. As for the LUMO energy (alpha / beta): -1.04 / -1.04 eV. As for the gap between HOMO and LUMO (alpha / beta): 6.066 / 6.066 eV. As for the total energy: -1408.3601 a.u.